Record 1
ORCA calculation (ωB97M-V/def2-TZVPD) on one molecule with the formula C6H10O2 at a distorted geometry.

Values from the calculation:
Structure (SMILES): COC1(C)CC(=O)C1
Molar mass: 114.14 g mol⁻¹
Kohn-Sham gap: 10.009 eV
E_LUMO: 0.72 eV
Energy relative to the best compared isomer or geometry (same formula, charge and spin): 5.020 eV
Maximum force: 4.91 eV/A
DFT total energy: -384.9179 Eh

Each line ends with the Mulliken charge.
Positions of all 18 atoms, in Å:
C1 1.09 0.04 -1.98  -0.701
C2 -0.50 -0.49 -0.27  1.135
C3 -1.61 -1.47 0.16  -1.071
C4 -0.64 1.06 -0.07  -0.978
C5 0.21 0.86 1.24  0.493
C6 0.70 -0.55 0.80  -0.898
H1 0.36 0.94 -2.52  0.227
H2 1.66 -0.77 -2.74  0.227
H3 1.88 0.68 -1.36  0.293
H4 -2.59 -1.53 -0.34  0.340
H5 -0.76 -2.40 0.17  0.271
H6 -1.97 -1.25 1.31  0.230
H7 -1.56 1.34 0.19  0.398
H8 -0.39 1.98 -0.78  0.297
H9 0.87 -1.29 1.73  0.279
H10 1.61 -0.51 0.31  0.360
O1 0.16 -0.86 -1.51  -0.371
O2 0.50 1.63 2.09  -0.531

***

Record 2
ORCA calculation (ωB97M-V/def2-TZVPD) on one molecule with the formula H4N3P at a distorted geometry.

Values from the calculation:
Structure (SMILES): N/N=N/P
Molar mass: 77.03 g mol⁻¹
Kohn-Sham gap (spin up / spin down): 8.664 / 8.664 eV
E_LUMO (spin up / spin down): 0.25 / 0.25 eV
Energy relative to the best compared isomer or geometry (same formula, charge and spin): 1.619 eV
Maximum force: 8.04 eV/A
DFT total energy: -507.8984 Eh

Each line ends with the Mulliken charge.
Positions of all 8 atoms, in Å:
N1 0.01 -0.76 -0.15  -0.063
N2 0.54 0.52 0.00  -0.256
N3 -0.14 -1.17 -1.36  -0.331
P1 1.06 0.85 1.52  -0.047
H1 -0.34 -0.48 -2.16  0.293
H2 -0.83 -1.97 -1.39  0.275
H3 -0.28 0.76 2.20  0.058
H4 0.99 2.37 1.25  0.071

***

Record 3
ORCA calculation (ωB97M-V/def2-TZVPD) on one molecule with the formula C4H7NO2 at a distorted geometry.

Values from the calculation:
Structure (SMILES): C[C@H]1[C@H](C=O)N1O
Molar mass: 101.10 g mol⁻¹
Kohn-Sham gap: 10.451 eV
E_LUMO: 0.91 eV
Energy relative to the best compared isomer or geometry (same formula, charge and spin): 4.846 eV
Maximum force: 2.19 eV/A
DFT total energy: -361.7028 Eh

Each line ends with the Mulliken charge.
Positions of all 14 atoms, in Å:
C1 -1.24 -1.39 -0.01  -1.199
C2 -0.24 -0.29 0.15  0.121
N1 -0.64 1.04 -0.07  -0.322
O1 -0.75 1.74 1.17  -0.422
C3 0.59 0.50 -0.79  0.055
C4 1.99 0.32 -0.25  -0.027
O2 2.65 -0.64 -0.59  -0.464
H1 -2.03 -1.09 -0.70  0.351
H2 -0.75 -2.30 -0.37  0.294
H3 -1.71 -1.59 0.96  0.316
H4 -1.34 2.48 0.98  0.337
H5 0.53 0.49 -1.88  0.362
H6 2.37 1.09 0.43  0.379
H7 0.56 -0.37 0.98  0.220

***

Record 4
ORCA calculation (ωB97M-V/def2-TZVPD) on a 12-piece molecular cluster, C40H108N4O24 overall at a distorted geometry.

Values from the calculation:
Structure (SMILES): COCCNCCOC.COCCNCCOC.COCCNCCOC.COCCNCCOC.OCCO.OCCO.OCCO.OCCO.OCCO.OCCO.OCCO.OCCO
Molar mass: 1029.31 g mol⁻¹
Kohn-Sham gap: 8.658 eV
E_LUMO: 0.05 eV
Energy relative to the best compared isomer or geometry (same formula, charge and spin): 5.997 eV
Maximum force: 3.29 eV/A
DFT total energy: -3613.0839 Eh

Each line ends with the Mulliken charge.
Positions of all 176 atoms, in Å:
C1 -8.92 -4.74 -5.10  -0.269
C2 -10.10 -3.99 -4.46  -0.353
O1 -10.17 -2.67 -4.86  -0.529
O2 -8.78 -6.06 -4.58  -0.519
H1 -8.02 -4.15 -4.98  0.281
H2 -9.15 -4.82 -6.16  0.230
H3 -9.91 -3.86 -3.39  0.257
H4 -11.08 -4.46 -4.56  0.276
H5 -10.87 -2.24 -4.36  0.315
H6 -7.87 -6.34 -4.70  0.311
C3 6.00 0.20 1.15  -0.349
C4 4.89 0.75 0.24  -0.326
O3 4.24 1.92 0.64  -0.490
O4 5.56 -0.22 2.41  -0.524
H7 6.76 0.98 1.24  0.274
H8 6.44 -0.66 0.65  0.273
H9 4.23 -0.10 0.06  0.243
H10 5.26 0.98 -0.76  0.325
H11 3.55 1.69 1.26  0.264
H12 5.10 -1.06 2.35  0.311
C5 -6.01 -6.65 2.08  -0.431
C6 -5.53 -5.52 1.22  -0.301
O5 -5.15 -4.44 2.07  -0.522
O6 -4.88 -7.32 2.72  -0.520
H13 -6.43 -7.43 1.45  0.315
H14 -6.78 -6.23 2.73  0.268
H15 -6.32 -5.07 0.63  0.277
H16 -4.70 -5.87 0.61  0.302
H17 -4.49 -3.89 1.64  0.294
H18 -4.48 -6.70 3.33  0.318
C7 -0.35 -3.79 5.41  -0.378
C8 0.54 -4.03 4.13  -0.250
O7 1.80 -4.58 4.56  -0.542
O8 -0.93 -5.00 5.86  -0.524
H19 -1.13 -3.07 5.16  0.313
H20 0.28 -3.38 6.20  0.268
H21 0.76 -3.13 3.56  0.275
H22 0.13 -4.80 3.47  0.245
H23 1.64 -5.42 4.98  0.284
H24 -0.24 -5.48 6.33  0.310
C9 -2.57 -6.93 -7.09  -0.356
C10 -3.16 -6.12 -8.27  -0.437
O9 -4.22 -6.68 -8.88  -0.529
O10 -3.32 -7.06 -5.95  -0.499
H25 -1.59 -6.50 -6.89  0.288
H26 -2.49 -7.96 -7.45  0.279
H27 -2.40 -5.71 -8.94  0.302
H28 -3.60 -5.18 -7.91  0.296
H29 -4.87 -6.03 -9.14  0.335
H30 -2.78 -7.62 -5.39  0.319
C11 -8.62 1.15 0.70  -0.277
C12 -8.68 2.61 0.11  -0.507
O11 -9.47 3.44 0.85  -0.494
O12 -7.96 1.18 1.96  -0.513
H31 -8.09 0.49 0.02  0.320
H32 -9.60 0.67 0.79  0.257
H33 -9.15 2.62 -0.87  0.315
H34 -7.68 3.02 -0.05  0.300
H35 -8.94 3.58 1.64  0.309
H36 -7.54 0.32 2.11  0.290
C13 -7.38 5.06 6.48  -0.441
C14 -7.12 6.30 5.67  -0.302
O13 -6.72 6.27 4.26  -0.512
O14 -8.55 4.33 6.05  -0.521
H37 -7.56 5.32 7.52  0.310
H38 -6.51 4.41 6.51  0.296
H39 -6.39 6.87 6.25  0.288
H40 -8.06 6.84 5.69  0.271
H41 -6.75 7.17 3.92  0.312
H42 -8.40 3.98 5.18  0.301
C15 9.55 -2.79 -7.30  -0.259
C16 10.03 -2.25 -5.92  -0.542
O15 8.94 -2.01 -5.04  -0.498
O16 8.73 -3.92 -7.06  -0.506
H43 10.43 -2.82 -7.93  0.304
H44 8.94 -2.08 -7.85  0.268
H45 10.64 -1.35 -5.98  0.351
H46 10.75 -2.96 -5.49  0.277
H47 8.74 -2.87 -4.66  0.304
H48 8.29 -4.14 -7.88  0.301
C17 -3.19 4.94 -6.57  -0.808
O17 -2.19 5.61 -5.83  -0.288
C18 -1.38 6.39 -6.59  -0.505
C19 -0.36 7.11 -5.71  -0.517
N1 -0.42 8.55 -5.97  -0.379
C20 0.32 9.36 -5.02  -0.593
C21 0.14 10.90 -5.22  -0.450
O18 0.73 11.49 -4.07  -0.285
C22 0.51 12.85 -4.03  -0.785
H49 -3.88 4.34 -5.98  0.278
H50 -2.82 4.19 -7.26  0.322
H51 -3.79 5.61 -7.19  0.320
H52 -2.05 7.14 -7.02  0.339
H53 -0.95 5.86 -7.44  0.362
H54 0.60 6.66 -5.94  0.242
H55 -0.63 6.97 -4.67  0.346
H56 -1.42 8.70 -5.94  0.251
H57 1.40 9.18 -4.95  0.293
H58 -0.10 9.12 -4.04  0.325
H59 -0.92 11.14 -5.32  0.288
H60 0.60 11.30 -6.12  0.351
H61 0.86 13.17 -3.05  0.265
H62 -0.48 13.28 -4.22  0.308
H63 1.21 13.31 -4.72  0.320
C23 11.22 11.72 9.56  -0.785
O19 9.88 11.43 9.39  -0.332
C24 9.18 11.26 10.63  -0.597
C25 7.64 10.89 10.40  -0.700
N2 7.40 9.94 9.29  -0.441
C26 8.10 8.68 9.47  -0.322
C27 7.54 7.55 8.63  -0.664
O20 8.36 6.35 8.72  -0.305
C28 7.70 5.19 8.27  -0.702
H64 11.31 12.76 9.87  0.308
H65 11.72 11.71 8.59  0.259
H66 11.74 11.06 10.26  0.321
H67 9.29 12.12 11.30  0.556
H68 9.61 10.50 11.28  0.344
H69 7.12 11.83 10.23  0.349
H70 7.32 10.47 11.35  0.340
H71 7.88 10.34 8.50  0.343
H72 8.12 8.32 10.50  0.286
H73 9.16 8.89 9.27  0.251
H74 7.38 7.80 7.58  0.341
H75 6.53 7.32 8.94  0.318
H76 6.76 4.99 8.77  0.304
H77 8.38 4.35 8.43  0.232
H78 7.46 5.34 7.22  0.296
C29 0.00 -14.81 -0.48  -0.771
O21 -0.44 -13.84 -1.41  -0.323
C30 -1.47 -13.02 -0.89  -0.533
C31 -1.68 -11.70 -1.69  -0.820
N3 -0.44 -10.94 -1.91  -0.375
C32 0.28 -10.62 -0.64  -0.397
C33 1.64 -9.87 -0.95  -0.645
O22 2.55 -10.58 -1.75  -0.322
C34 3.40 -9.74 -2.56  -0.754
H79 0.32 -14.43 0.49  0.322
H80 0.93 -15.21 -0.88  0.273
H81 -0.75 -15.59 -0.37  0.299
H82 -1.28 -12.72 0.14  0.378
H83 -2.42 -13.55 -0.88  0.456
H84 -2.34 -11.01 -1.16  0.372
H85 -1.99 -11.88 -2.72  0.373
H86 0.19 -11.50 -2.46  0.293
H87 0.51 -11.52 -0.08  0.186
H88 -0.30 -10.00 0.04  0.371
H89 2.06 -9.76 0.05  0.329
H90 1.38 -8.94 -1.45  0.401
H91 2.84 -9.24 -3.35  0.327
H92 4.22 -10.31 -3.00  0.242
H93 3.84 -8.92 -1.99  0.319
C35 -0.04 1.68 3.02  -0.857
O23 -0.20 1.35 1.65  -0.232
C36 -1.27 1.95 1.00  -0.718
C37 -1.34 1.39 -0.44  -0.531
N4 -1.34 -0.05 -0.57  -0.299
C38 -1.58 -0.55 -1.97  -0.953
C39 -0.34 -0.36 -2.89  -0.281
O24 0.61 -1.33 -2.51  -0.301
C40 1.66 -1.49 -3.47  -0.776
H94 -0.99 1.63 3.56  0.329
H95 0.35 2.69 3.07  0.335
H96 0.75 1.13 3.52  0.261
H97 -1.20 3.03 1.15  0.411
H98 -2.20 1.60 1.46  0.361
H99 -0.44 1.80 -0.91  0.228
H100 -2.20 1.74 -1.01  0.412
H101 -0.49 -0.49 -0.26  0.265
H102 -2.49 -0.09 -2.35  0.440
H103 -1.90 -1.59 -1.93  0.331
H104 0.07 0.64 -2.84  0.325
H105 -0.70 -0.48 -3.92  0.394
H106 1.43 -2.18 -4.28  0.264
H107 2.50 -1.84 -2.87  0.248
H108 1.97 -0.50 -3.83  0.345

***

Record 5
ORCA calculation (ωB97M-V/def2-TZVPD) on C6H9NO as an isolated structure at a distorted geometry.

Values from the calculation:
Molar mass: 111.14 g mol⁻¹
Kohn-Sham gap: 9.440 eV
E_LUMO: 0.90 eV
Energy relative to the best compared isomer or geometry (same formula, charge and spin): 5.841 eV
Maximum force: 5.89 eV/A
DFT total energy: -363.8096 Eh

Each line ends with the Mulliken charge.
Positions of all 17 atoms, in Å:
C1 -1.73 0.10 0.17  -0.779
C2 0.23 -0.99 -0.94  -0.072
C3 1.46 0.47 0.38  -0.030
C4 1.03 0.25 -1.06  -0.870
C5 0.45 -0.89 0.64  -0.523
C6 -0.43 0.20 1.08  0.027
H1 -2.16 1.01 -0.01  0.329
H2 -2.77 -0.30 0.31  0.329
H3 -1.59 -1.29 -1.28  0.269
H4 0.12 -2.06 -1.52  0.369
H5 2.60 0.65 0.43  0.334
H6 1.86 0.34 -1.78  0.366
H7 0.53 1.12 -1.67  0.304
H8 0.43 -1.85 1.20  0.439
H9 -0.54 0.06 2.16  0.481
N1 -1.24 -0.45 -1.02  -0.515
O1 0.52 1.33 0.97  -0.458

***

Record 6
ORCA calculation (ωB97M-V/def2-TZVPD) on one molecule with the formula C4H5Cl2F at a distorted geometry.

Values from the calculation:
Structure (SMILES): CCC(F)=C(Cl)Cl
Molar mass: 142.99 g mol⁻¹
Kohn-Sham gap: 9.070 eV
E_LUMO: 0.55 eV
Energy relative to the best compared isomer or geometry (same formula, charge and spin): 1.551 eV
Maximum force: 8.09 eV/A
DFT total energy: -1175.5863 Eh

Each line ends with the Mulliken charge.
Positions of all 12 atoms, in Å:
C1 -1.01 -1.37 -1.28  0.207
C2 -1.61 -2.55 -0.52  0.221
C3 -0.36 0.31 0.40  -1.035
C4 0.05 -0.56 -0.77  -0.337
F1 -1.75 -0.87 -2.27  -0.245
Cl1 -2.83 -3.57 -1.08  -0.157
Cl2 -0.81 -3.18 0.83  -0.162
H1 0.19 1.24 0.61  0.334
H2 -1.44 0.36 0.34  0.340
H3 -0.14 -0.23 1.36  0.266
H4 0.47 0.11 -1.65  0.294
H5 0.99 -1.17 -0.46  0.273

***

Record 7
ORCA calculation (ωB97M-V/def2-TZVPD) on a 7-piece molecular cluster, ClH12O10 overall at a distorted geometry.

Values from the calculation:
Total charge: -1
Molar mass: 207.54 g mol⁻¹
Kohn-Sham gap: 10.630 eV
E_LUMO: 2.99 eV
Energy relative to the best compared isomer or geometry (same formula, charge and spin): 0.590 eV
Maximum force: 3.22 eV/A
DFT total energy: -1219.6205 Eh

Each line ends with the Mulliken charge.
Positions of all 23 atoms, in Å:
Cl1 1.20 -0.68 0.45  1.612
O1 0.32 -1.89 0.52  -0.678
O2 2.20 -0.77 -0.64  -0.696
O3 0.39 0.53 0.21  -0.599
O4 1.91 -0.53 1.74  -0.744
O5 -0.54 3.09 -0.67  -0.630
H1 -0.81 2.51 -1.35  0.298
H2 -0.18 2.66 0.08  0.354
O6 -2.77 -3.57 0.64  -0.680
H3 -3.10 -3.33 1.50  0.276
H4 -2.41 -2.75 0.30  0.384
O7 2.48 2.31 -0.81  -0.620
H5 2.94 1.84 -1.51  0.321
H6 1.75 1.75 -0.61  0.347
O8 -2.12 -1.05 -0.52  -0.625
H7 -1.46 -1.03 0.11  0.327
H8 -2.65 -0.27 -0.32  0.299
O9 0.49 -1.57 -2.66  -0.688
H9 -0.03 -1.63 -1.89  0.357
H10 1.26 -1.17 -2.29  0.406
O10 0.43 2.23 2.49  -0.645
H11 -0.23 1.83 3.07  0.305
H12 0.93 1.50 2.16  0.316